The following is a DFT calculation (the ωB97M-V functional and the def2-TZVPD basis) of a structure of composition C32H27AsIrN2O6PSSe in a non-equilibrium geometry.

```
72
Properties=species:S:1:pos:R:3:forces:R:3
Ir 0.36475 0.48342 0.83563 0.0973 -0.4850 0.9116
O 1.63573 4.58828 1.42228 0.0112 0.0508 0.0448
As 0.50578 3.27014 1.29507 -0.1400 0.2988 -0.5072
O 1.09394 2.01317 2.25004 -0.0453 -0.2599 0.0896
O 0.46938 2.48933 -0.18926 -0.3424 -0.1096 -0.1781
C -1.17096 4.21121 1.30767 0.0654 -0.0101 0.1383
C -1.16387 5.58672 1.47586 0.0336 0.0299 0.0479
C -2.33473 6.31292 1.28738 -0.0283 -0.0268 0.0019
C -3.50526 5.66557 0.93259 0.0367 -0.0004 -0.0029
C -3.51896 4.28508 0.77085 0.0026 0.0089 -0.0758
C -2.35123 3.56276 0.93595 -0.1060 -0.0511 0.3372
S -2.46172 1.78962 0.81699 -0.0892 0.1903 -0.9519
O -3.77110 1.39760 1.24814 0.1952 0.2577 0.5231
O -1.32189 1.39113 1.76164 -0.0049 -0.3780 -0.2419
O -2.11286 1.31329 -0.50051 -0.0904 0.9281 -0.0365
H 2.41206 4.30933 1.92633 0.0333 -0.0409 -0.0450
H -0.24861 6.09140 1.75199 -0.0052 -0.0041 -0.0053
H -2.32677 7.38511 1.42852 0.0053 -0.0004 -0.0043
H -4.41829 6.22882 0.79585 -0.0013 -0.0026 0.0007
H -4.43600 3.76435 0.53056 0.0028 -0.0093 0.0130
C -2.34521 -1.46721 5.17634 -0.0302 0.0361 0.0324
C -1.13191 -1.92460 4.68191 0.0179 -0.0479 0.0094
C -0.88296 -1.90360 3.32036 -0.1359 -0.0286 -0.0444
C -1.86096 -1.42297 2.44653 -0.2963 0.0236 0.4060
C -3.08550 -0.97216 2.94571 0.1004 -0.1828 0.0223
C -3.32365 -1.00209 4.30917 0.0324 -0.0330 0.0348
P -1.49137 -1.22905 0.70952 1.2232 0.0554 -0.0525
C -2.94796 -1.67412 -0.23567 -0.1733 0.6161 -0.2936
C -3.29899 -0.99596 -1.40202 -0.0660 -0.3900 -0.1649
C -4.40748 -1.41533 -2.12232 0.0339 -0.0637 0.0443
C -5.15807 -2.49439 -1.67902 -0.0417 0.0122 -0.0163
C -4.81003 -3.16128 -0.51255 -0.0045 -0.0612 -0.0026
C -3.70806 -2.75310 0.21961 0.0892 0.0252 0.0289
C -0.16491 -2.33150 0.35426 -0.8246 -0.4198 -0.5890
C -0.16965 -3.66742 -0.01663 0.2526 -0.1884 0.1610
C 1.05512 -4.30139 -0.14539 -0.0902 0.1423 0.0526
C 2.21308 -3.57143 0.12541 -0.0520 0.0121 -0.0168
C 2.17708 -2.21730 0.43972 0.3304 -0.0099 0.0178
C 0.95332 -1.53463 0.50669 0.4231 0.2098 0.5090
H -2.52806 -1.47208 6.24282 -0.0048 -0.0226 -0.0007
H -0.37789 -2.30380 5.35843 0.0056 0.0054 0.0016
H 0.05865 -2.27714 2.94127 0.0467 0.0632 0.0162
H -3.84205 -0.58983 2.27710 0.0032 -0.0128 0.0006
H -4.27233 -0.65294 4.69382 0.0000 0.0063 0.0037
H -2.72066 -0.14790 -1.72816 -0.0717 -0.1023 -0.0575
H -4.69086 -0.89095 -3.02483 0.0083 -0.0009 -0.0086
H -6.02570 -2.81528 -2.24048 -0.0060 0.0047 0.0060
H -5.40232 -3.99728 -0.16583 -0.0035 -0.0011 0.0042
H -3.44640 -3.26053 1.14004 -0.0268 -0.0012 0.0040
H -1.10466 -4.18895 -0.18195 0.0159 -0.0013 0.0011
H 1.11300 -5.34562 -0.42039 0.0232 -0.0010 -0.0187
H 3.17686 -4.06320 0.08613 -0.0058 -0.0192 0.0057
H 3.11819 -1.72218 0.62572 -0.0571 -0.0122 -0.0088
C 2.71153 3.11969 -2.20553 -0.0368 -0.0081 -0.0254
N 2.45764 1.71763 -2.51238 0.0514 -0.0291 0.0109
C 2.43109 0.70007 -1.64824 0.0101 0.1043 -0.1965
Se 2.76299 0.79992 0.20180 -0.3207 -0.0863 0.0119
N 2.12053 -0.41846 -2.31802 -0.0651 0.0428 0.0281
C 1.90650 -0.12398 -3.65542 0.0726 0.0286 0.0076
C 1.56820 -0.91412 -4.74512 -0.0378 -0.0092 -0.0344
C 1.45916 -0.26984 -5.96209 -0.0032 -0.0485 0.0221
C 1.67825 1.10888 -6.08871 0.0063 0.0526 0.0202
C 2.02011 1.89232 -5.00354 -0.0245 0.0101 -0.0368
C 2.13383 1.24281 -3.78149 -0.0491 -0.0328 0.0401
H 3.20220 3.18585 -1.24090 -0.0160 0.0134 0.0125
H 1.76521 3.65376 -2.16096 0.0084 0.0069 -0.0172
H 3.35630 3.53315 -2.97790 0.0130 -0.0056 0.0113
H 1.99724 -1.30750 -1.85426 0.0297 -0.0327 -0.0039
H 1.39803 -1.97741 -4.64723 0.0041 -0.0012 -0.0016
H 1.20037 -0.84202 -6.84223 -0.0088 -0.0046 0.0068
H 1.57373 1.56927 -7.06127 0.0081 0.0034 0.0007
H 2.17902 2.95684 -5.10261 0.0120 -0.0022 -0.0030
```
Positions in Å, forces in eV/Å.

**Net charge**: +1
**Highest occupied orbital energy (spin up / spin down)**: -0.40774 / -0.40451 hartree
**2S+1**: 2
**Relative energy (zero: lowest compared OMol25 entry of this formula, charge and spin)**: 294.3 kJ/mol

Partial atomic charges computed with the Mulliken method, in multiples of e: 0.884 -0.678 1.276 -0.659 -0.529 -0.202 -0.568 -0.597 -0.722 -0.595 -0.055 1.967 -0.706 -0.967 -0.499 0.358 0.520 0.414 0.413 0.520 -0.566 -0.859 -0.647 1.120 -0.509 -0.966 1.278 0.792 -0.436 -0.854 -0.492 -0.828 -0.403 0.527 -0.671 -0.856 -0.527 -0.378 -0.330 0.412 0.445 0.350 0.480 0.451 0.551 0.435 0.421 0.428 0.495 0.581 0.448 0.426 0.472 -1.194 0.292 -0.052 -0.159 0.251 0.469 -0.768 -0.581 -0.642 -0.712 0.830 0.366 0.305 0.443 0.074 0.464 0.412 0.408 0.430


The following is a DFT calculation (the ωB97M-V functional and the def2-TZVPD basis) of a structure of composition C32H27Cl3O2OsPS4Sb.

```
71
Properties=species:S:1:pos:R:3:forces:R:3
Os -0.43934 -0.33549 -0.48741 0.4549 0.2187 0.2908
Cl -7.43989 1.61980 -2.01740 -0.0475 0.0064 -0.0208
C -5.85018 1.36540 -1.38889 0.0537 -0.0308 0.0046
C -5.14253 0.23422 -1.75348 -0.0234 0.0521 0.0106
C -3.86787 0.05629 -1.25036 0.0910 0.0149 0.0767
Cl -3.00217 -1.38449 -1.70534 -0.1387 -0.0369 -0.0129
C -3.24473 0.97333 -0.39158 -0.1349 0.0876 -0.0896
O -2.00945 0.85325 0.06817 0.0382 -0.2332 -0.0790
C -4.02376 2.08628 -0.03302 0.0474 -0.0523 -0.0360
Cl -3.34554 3.24724 1.05821 0.0246 0.0327 0.0132
C -5.29966 2.29316 -0.51936 0.0054 -0.0213 -0.0208
H -5.57292 -0.49944 -2.41999 -0.0010 0.0076 0.0044
H -5.85692 3.17055 -0.22329 0.0035 -0.0100 -0.0006
S -0.37341 -2.24826 0.96532 -0.1320 0.0521 -0.0819
Sb 1.59387 -1.89442 2.20420 0.1600 0.0706 -0.0005
S 1.36881 1.05413 0.26050 -0.1336 0.0485 0.0440
S 2.80757 -0.33582 0.80592 -0.0953 -0.0825 0.0265
C 1.43161 6.00214 4.78272 0.0033 0.0287 0.0063
C 0.97712 4.62902 4.38362 -0.0104 -0.0122 -0.0113
C 1.26702 3.53101 5.20060 -0.0091 -0.0311 0.0063
C 0.84747 2.26068 4.86237 0.0216 0.0237 0.0339
C 0.13230 2.08744 3.68184 0.0362 -0.0389 -0.0457
C -0.15252 3.15133 2.84120 -0.0217 -0.0290 -0.0294
C 0.26459 4.42197 3.20771 0.0006 0.0282 -0.0105
S -0.42989 0.50170 3.17289 0.0670 -0.0897 0.0939
C -1.52199 0.07542 4.51649 -0.0867 0.0100 -0.0615
O 0.79025 -0.44576 3.48075 -0.0587 0.0339 -0.0512
H 2.49148 6.00160 5.03879 -0.0078 -0.0001 -0.0013
H 0.88357 6.34383 5.66290 0.0067 -0.0026 -0.0086
H 1.27054 6.72298 3.98328 0.0008 -0.0066 0.0095
H 1.83161 3.68151 6.11274 -0.0026 -0.0036 -0.0114
H 1.09093 1.41408 5.49195 0.0037 0.0069 -0.0062
H -0.69289 2.98397 1.91771 0.0103 0.0055 -0.0069
H 0.04379 5.26195 2.56059 0.0057 -0.0139 0.0118
H -0.99720 0.14946 5.46635 0.0281 0.0067 -0.0199
H -1.87368 -0.93927 4.33618 0.0089 0.0135 -0.0035
H -2.35760 0.77515 4.47566 0.0126 -0.0216 0.0227
C 4.27130 1.55186 -3.80088 0.0158 -0.0078 0.0054
C 4.19064 0.31267 -3.17607 0.0059 -0.0042 0.0042
C 2.95455 -0.25862 -2.92977 0.0101 0.0051 0.0103
C 1.79187 0.40829 -3.31626 0.0045 0.0795 0.0738
C 1.87252 1.65060 -3.93510 0.0011 -0.0225 -0.0374
C 3.11615 2.21733 -4.17922 -0.0004 0.0272 -0.0079
P 0.21032 -0.35654 -2.90996 -0.2219 -0.2467 -0.0290
C 0.26720 -1.99448 -3.67519 0.0217 0.0255 -0.0109
C 0.77498 -2.14326 -4.96703 0.0267 0.0123 -0.0035
C 0.79594 -3.39247 -5.56367 0.0058 -0.0005 -0.0064
C 0.32015 -4.50094 -4.87332 -0.0020 -0.0036 -0.0050
C -0.17152 -4.36114 -3.58480 0.0002 -0.0251 -0.0077
C -0.19633 -3.11024 -2.98545 0.0043 -0.0009 0.0112
C -1.09541 0.58833 -3.73514 0.0667 0.0582 -0.0246
C -1.53124 1.76203 -3.11884 -0.0220 0.0536 -0.0264
C -2.56974 2.49636 -3.66847 -0.0108 0.0104 -0.0155
C -3.18566 2.05695 -4.83273 0.0102 -0.0137 0.0004
C -2.75468 0.88938 -5.44831 -0.0266 0.0258 0.0002
C -1.71101 0.15490 -4.90439 -0.0425 -0.0771 -0.0386
H 5.23863 1.99670 -3.99411 -0.0051 -0.0040 0.0036
H 5.09224 -0.20735 -2.88006 -0.0046 0.0055 -0.0031
H 2.89321 -1.22350 -2.43845 -0.0028 0.0038 -0.0084
H 0.97391 2.17286 -4.23723 -0.0036 -0.0048 0.0030
H 3.17891 3.18013 -4.66949 0.0016 -0.0132 0.0080
H 1.15975 -1.28225 -5.50164 0.0071 -0.0086 0.0063
H 1.18817 -3.50349 -6.56593 0.0000 -0.0004 0.0077
H 0.34233 -5.47692 -5.34009 -0.0007 0.0054 0.0010
H -0.52895 -5.22522 -3.04024 0.0021 0.0079 -0.0097
H -0.55857 -3.01501 -1.96895 -0.0151 0.0177 0.0208
H -1.06677 2.10482 -2.19944 0.0141 -0.0037 -0.0018
H -2.90478 3.40237 -3.17985 -0.0027 -0.0037 -0.0090
H -4.00475 2.62213 -5.25805 0.0042 -0.0052 0.0056
H -3.23582 0.54406 -6.35402 0.0003 0.0065 0.0066
H -1.39730 -0.76621 -5.38180 -0.0223 0.0694 0.0313
```
Positions in Å, forces in eV/Å.

**Net charge**: +1
**Highest occupied orbital energy (spin up / spin down)**: -0.36018 / -0.39055 hartree
**2S+1**: 6
**Relative energy (zero: lowest compared OMol25 entry of this formula, charge and spin)**: 5.8 kJ/mol

Partial atomic charges computed with the Mulliken method, in multiples of e: 2.721 -0.214 0.372 -0.915 1.145 -0.130 -0.968 -1.181 0.731 -0.184 -0.828 0.468 0.494 -0.581 0.601 -0.361 -0.234 -1.459 1.003 -0.798 -0.611 0.004 -0.108 -0.875 1.063 -1.221 -0.551 0.363 0.323 0.368 0.398 0.434 0.447 0.363 0.425 0.396 0.379 -0.511 -0.738 -0.627 0.727 -0.435 -0.688 0.445 0.456 -0.417 -0.719 -0.506 -0.784 -0.123 0.495 -0.360 -0.812 -0.662 -0.762 -0.533 0.409 0.430 0.486 0.361 0.426 0.505 0.429 0.408 0.446 0.013 0.628 0.478 0.434 0.430 0.394


The following is a DFT calculation (the ωB97M-V functional and the def2-TZVPD basis) of a structure of composition C32H27CrN6O9S2.

```
77
Properties=species:S:1:pos:R:3:forces:R:3
Cr 0.53556 -0.83682 0.07722 0.0296 0.5310 0.0026
O -5.11453 2.96483 -0.74587 -0.0137 -0.1371 0.0125
C -5.03609 2.06075 0.10118 0.0807 0.1570 0.1609
O -5.84942 1.57853 0.90317 0.0418 -0.0195 -0.1230
C -3.61103 1.42833 0.20249 -0.1170 0.0105 -0.0633
C -3.35780 0.39696 1.09894 0.0183 -0.0091 0.0074
C -2.09089 -0.15198 1.14442 -0.0213 -0.0159 0.0092
N -1.12235 0.29354 0.34000 0.1364 -0.0007 -0.0300
C -1.33455 1.31809 -0.49340 -0.0264 -0.0144 0.0375
C -2.57679 1.90980 -0.59155 -0.0116 -0.0041 -0.0080
C -0.09869 1.72279 -1.18370 0.0550 0.0048 0.0116
C 0.04556 2.85546 -1.96697 -0.0731 0.0193 -0.0145
C 1.30294 3.16973 -2.44912 0.0439 -0.0004 -0.0063
C 2.38176 2.35258 -2.13960 -0.0165 0.0087 -0.0051
C 2.15922 1.22092 -1.38161 0.0040 -0.0143 0.0107
N 0.94391 0.91859 -0.92200 0.0682 -0.1134 0.0570
C -1.60012 -1.19602 2.06556 0.0150 0.0274 -0.0355
C -2.34130 -1.75997 3.08456 -0.0634 0.0096 -0.0064
C -1.72082 -2.66295 3.93347 0.0388 -0.0136 0.0042
C -0.38142 -2.96545 3.75037 -0.0614 -0.0139 0.0226
C 0.29704 -2.36844 2.70425 0.0344 0.0305 -0.0189
N -0.30349 -1.51194 1.87561 -0.0818 -0.0947 0.0644
H -4.17776 0.07258 1.72677 0.0099 -0.0045 0.0044
H -2.80321 2.73319 -1.25701 0.0083 0.0018 0.0015
H -0.81051 3.48191 -2.17447 0.0069 -0.0062 0.0068
H 1.44431 4.05562 -3.05421 -0.0023 -0.0046 -0.0028
H 3.37873 2.57788 -2.48939 0.0006 -0.0043 0.0026
H 2.94554 0.52131 -1.13122 -0.0009 0.0015 0.0093
H -3.37848 -1.48670 3.21480 0.0045 -0.0052 -0.0058
H -2.27898 -3.11522 4.74259 0.0005 -0.0015 -0.0038
H 0.13736 -3.65554 4.39935 0.0077 0.0073 0.0017
H 1.34254 -2.56386 2.51375 -0.0096 -0.0035 -0.0125
N -2.09179 -4.02708 0.00839 -0.0354 -0.0561 -0.0392
N -1.66882 -5.34336 0.27955 -0.1567 0.0483 0.0204
C -0.39039 -5.64376 0.54946 0.2712 -0.0989 0.0385
N -0.19740 -6.91128 1.02699 -0.0352 0.0288 -0.0404
S 0.88802 -4.58377 0.37355 -0.0660 -0.0061 -0.0346
H -2.36093 -3.99653 -0.96945 0.0172 0.0459 -0.0903
H -1.24896 -3.45869 0.06151 0.0232 0.0687 0.0581
H -2.38499 -5.90655 0.70671 -0.0258 -0.0497 0.0676
H -0.84897 -7.63241 0.75656 -0.0041 0.0229 0.0061
H 0.76676 -7.19418 1.06777 0.0208 -0.0060 0.0120
C -0.38081 2.10021 -6.69470 -0.0039 -0.0085 0.0031
C -0.20676 1.09194 -5.59270 0.0143 0.0054 -0.0068
C 1.05412 0.59027 -5.27864 -0.0086 -0.0002 -0.0128
C 1.22189 -0.34906 -4.27383 0.0027 -0.0233 -0.0075
C 0.10888 -0.79264 -3.57764 -0.0691 0.1017 0.1014
C -1.15981 -0.30927 -3.86909 -0.0042 -0.0069 -0.0228
C -1.30839 0.62970 -4.87545 0.0014 0.0059 0.0049
S 0.28744 -1.98998 -2.29946 -0.3085 -0.1172 0.1518
O 1.54456 -1.66177 -1.56887 -0.1277 -0.0043 -0.0693
O 0.15103 -3.28975 -2.86300 0.1413 0.0282 -0.0131
O -0.76588 -1.62986 -1.27463 0.1779 -0.2451 -0.2150
H 0.53002 2.67713 -6.85147 -0.0002 0.0005 0.0000
H -1.19463 2.78978 -6.47218 0.0023 0.0016 -0.0032
H -0.62175 1.60126 -7.63563 0.0003 -0.0022 0.0056
H 1.92037 0.94383 -5.82523 -0.0025 0.0072 0.0019
H 2.20554 -0.72646 -4.02449 -0.0041 0.0029 -0.0017
H -2.01654 -0.65256 -3.30365 0.0043 0.0099 0.0011
H -2.29529 1.01661 -5.09956 0.0043 0.0023 0.0026
O 4.07679 -0.66569 2.02411 -0.0385 -0.0951 0.0890
C 2.97509 -0.18043 1.89045 0.0756 0.1384 -0.1481
O 2.09084 -0.68136 1.05637 0.1111 -0.0057 0.1058
C 2.58484 1.05675 2.65528 -0.0391 -0.0428 0.0138
C 1.35691 1.68344 2.50415 0.0182 0.0043 0.0568
C 1.01718 2.82915 3.23322 -0.0184 -0.0173 -0.0320
C 1.96081 3.30327 4.10659 0.0005 0.0091 -0.0046
O 1.87912 4.38434 4.93269 0.0015 -0.0013 0.0148
C 3.13980 4.47207 5.60153 0.0028 -0.0068 -0.0119
O 3.92729 3.35301 5.20193 -0.0091 0.0072 0.0111
C 3.19042 2.68133 4.26297 0.0018 0.0251 0.0085
C 3.53602 1.56387 3.55815 0.0229 -0.0281 -0.0239
H 0.63385 1.27806 1.81654 -0.0662 -0.0494 -0.0711
H 0.05744 3.31476 3.11901 0.0151 -0.0075 -0.0007
H 2.97863 4.43931 6.67939 -0.0041 -0.0131 0.0027
H 3.64126 5.39651 5.30723 0.0005 0.0009 -0.0205
H 4.49098 1.07131 3.67117 -0.0089 -0.0018 0.0007
```
Positions in Å, forces in eV/Å.

**Highest occupied orbital energy (spin up / spin down)**: -0.29885 / -0.29885 hartree
**2S+1**: 2
**Relative energy (zero: lowest compared OMol25 entry of this formula, charge and spin)**: 0.0 kJ/mol

Partial atomic charges computed with the Mulliken method, in multiples of e: -0.459 -0.718 0.347 -0.717 -0.901 -0.715 -0.034 1.494 0.372 -0.808 0.102 -0.485 -0.813 -1.079 -0.625 1.279 0.468 -0.750 -0.736 -1.085 -0.523 1.000 0.725 0.729 0.563 0.523 0.508 0.645 0.542 0.476 0.490 0.701 -0.368 -0.225 0.695 -0.507 -0.398 0.347 -0.369 0.254 0.214 0.255 -1.622 1.044 -0.883 -0.574 0.304 -0.374 -0.944 1.565 -0.605 -0.715 -0.801 0.374 0.383 0.332 0.376 0.524 0.522 0.407 -0.701 0.072 0.266 0.309 0.031 -1.447 0.851 -0.514 -0.262 -0.515 1.076 -1.834 1.331 0.550 0.252 0.258 0.545